# C5H13N

The molecule C5H13N at a distorted geometry (ωB97M-V with the def2-TZVPD basis set, OMol25).

## Properties
LUMO in eV: 1.10
HOMO-LUMO gap in eV: 10.2
Multiplicity: 1
Relative energy (zero: lowest compared OMol25 entry of this formula, charge and spin) in kJ/mol: 141.0
SMILES string: CCC[C@@H](C)N
E_tot in eV: -6884.7360

Each line ends with the Mulliken charge.
CARTESIAN COORDINATES (ANGSTROEM)
C: 0.224 1.524 -1.818  -1.479
C: 0.220 0.656 -0.502  0.310
C: -0.975 -0.258 -0.171  -0.557
C: -0.941 -1.076 1.169  -0.362
C: 0.315 -1.987 0.985  -1.205
N: 0.653 1.524 0.701  -0.560
H: 0.320 0.833 -2.568  0.456
H: 1.176 2.122 -1.813  0.396
H: -0.648 2.276 -1.917  0.295
H: 1.072 -0.132 -0.619  0.141
H: -1.081 -0.987 -0.986  0.252
H: -1.844 0.495 -0.157  0.260
H: -1.815 -1.693 1.399  0.357
H: -0.583 -0.329 2.005  0.255
H: 1.235 -1.454 1.066  0.296
H: 0.157 -2.557 0.030  0.269
H: 0.321 -2.651 1.781  0.416
H: 1.579 1.245 1.050  0.213
H: 0.615 2.448 0.364  0.245


# C4H11NO

The molecule C4H11NO at a distorted geometry (ωB97M-V with the def2-TZVPD basis set, OMol25).

## Properties
LUMO in eV: 0.84
HOMO-LUMO gap in eV: 10.1
Multiplicity: 1
Relative energy (zero: lowest compared OMol25 entry of this formula, charge and spin) in kJ/mol: 188.6
SMILES string: C[C@H](O)[C@@H](C)N
E_tot in eV: -7862.5986

Each line ends with the Mulliken charge.
CARTESIAN COORDINATES (ANGSTROEM)
C: 0.448 0.174 1.639  -1.337
C: 0.662 0.573 0.110  0.560
C: -0.388 -0.140 -0.757  -0.134
C: -1.856 0.422 -0.402  -1.232
O: -0.501 -1.592 -0.825  -0.538
N: 1.987 -0.153 -0.333  -0.778
H: 1.432 0.107 2.073  0.381
H: -0.112 -0.807 1.556  0.271
H: -0.109 0.767 2.321  0.347
H: 0.765 1.664 0.050  0.374
H: -0.153 0.206 -1.805  0.282
H: -1.770 1.557 -0.478  0.312
H: -2.292 0.149 0.641  0.247
H: -2.570 0.197 -1.124  0.437
H: 0.307 -1.989 -1.164  0.314
H: 2.026 0.019 -1.318  0.253
H: 2.126 -1.151 -0.185  0.242


# C2H5FS

The molecule C2H5FS at a distorted geometry (ωB97M-V with the def2-TZVPD basis set, OMol25).

## Properties
LUMO in eV: 1.04
HOMO-LUMO gap in eV: 10.0
Multiplicity: 1
Relative energy (zero: lowest compared OMol25 entry of this formula, charge and spin) in kJ/mol: 42.7
SMILES string: FCCS
E_tot in eV: -15706.9140

Each line ends with the Mulliken charge.
CARTESIAN COORDINATES (ANGSTROEM)
C: -0.439 0.597 -0.150  -0.520
C: 0.966 -0.038 -0.013  -0.111
H: -1.360 -1.290 0.804  0.089
H: -0.650 1.244 0.682  0.301
H: -0.483 1.143 -1.092  0.293
H: 1.585 0.281 -0.833  0.188
H: 1.498 0.018 0.970  0.225
F: 0.696 -1.364 -0.226  -0.274
S: -1.812 -0.591 -0.142  -0.190


# C6H13NO2

A structure of composition C6H13NO2 at a distorted geometry (ωB97M-V with the def2-TZVPD basis set, OMol25).

## Properties
LUMO in eV: 0.73
HOMO-LUMO gap in eV: 8.9
Multiplicity: 1
Relative energy (zero: lowest compared OMol25 entry of this formula, charge and spin) in kJ/mol: 385.2
E_tot in eV: -12014.7329

Each line ends with the Mulliken charge.
CARTESIAN COORDINATES (ANGSTROEM)
C: -0.495 -2.061 -1.038  -0.985
C: -1.053 0.145 -1.963  -0.959
N: -0.556 -0.611 -0.807  0.011
H: 0.517 0.142 -0.380  0.333
H: 0.215 -2.241 -1.846  0.364
H: -0.155 -2.585 -0.150  0.314
H: -0.346 -0.004 -2.781  0.377
H: -2.055 -0.182 -2.242  0.321
H: -1.472 -2.472 -1.299  0.331
H: -1.037 1.203 -1.715  0.289
C: 0.942 2.182 1.105  -1.138
C: -1.093 -0.113 0.515  0.497
C: 1.089 0.730 0.754  0.395
C: 2.110 0.005 1.213  -0.899
O: -1.024 -1.135 1.425  -0.449
O: -1.919 0.769 0.563  -0.555
H: -1.483 -0.828 2.218  0.325
H: 1.152 2.842 0.256  0.233
H: -0.068 2.406 1.457  0.253
H: 1.651 2.485 1.882  0.390
H: 2.214 -1.036 0.919  0.238
H: 2.864 0.360 1.913  0.315


# C5H6O

The molecule C5H6O (ωB97M-V with the def2-TZVPD basis set, OMol25).

## Properties
LUMO in eV: 0.87
HOMO-LUMO gap in eV: 10.6
Multiplicity: 1
Relative energy (zero: lowest compared OMol25 entry of this formula, charge and spin) in kJ/mol: 166.5
SMILES string: CC#CCC=O
E_tot in eV: -7327.5592

Each line ends with the Mulliken charge.
CARTESIAN COORDINATES (ANGSTROEM)
C: -2.100 1.101 0.589  -1.160
C: -1.084 0.117 0.205  0.659
C: -0.228 -0.667 -0.104  -0.362
C: 1.059 -1.270 -0.466  -0.368
C: 2.100 -0.162 -0.357  -0.035
O: 3.265 -0.346 -0.120  -0.460
H: -2.958 0.639 1.083  0.289
H: -2.462 1.645 -0.287  0.293
H: -1.667 1.830 1.280  0.275
H: 1.048 -1.638 -1.502  0.258
H: 1.352 -2.099 0.184  0.265
H: 1.675 0.850 -0.504  0.346


# C17H28N2O4P

A cluster of 2 separate species, C17H28N2O4P in total at a distorted geometry (ωB97M-V with the def2-TZVPD basis set, OMol25).

## Properties
LUMO in eV: -7.80
HOMO-LUMO gap in eV: 2.5
Total charge: +1
Multiplicity: 1
E_tot in eV: -38524.2658

Each line ends with the Mulliken charge.
CARTESIAN COORDINATES (ANGSTROEM)
C: 6.127 1.462 -0.318  -0.923
P: 5.333 1.144 -2.025  0.252
C: 5.839 2.437 -3.337  -0.906
C: 3.444 0.877 -1.931  0.131
C: 2.355 1.890 -1.892  0.447
C: 2.446 3.526 -1.923  -0.708
C: 2.439 4.114 -0.359  0.115
N: 1.297 3.878 0.369  -0.655
C: 0.915 1.107 -1.843  0.320
O: -0.249 1.721 -2.067  -0.552
O: 1.163 -0.320 -1.573  -0.182
C: 2.594 -0.525 -1.849  0.173
O: 3.250 -1.710 -1.989  -0.517
H: 6.923 0.589 -0.145  0.308
H: 6.704 2.487 -0.322  0.323
H: 5.391 1.405 0.593  0.301
H: 5.444 3.523 -3.144  0.245
H: 5.362 2.080 -4.370  0.301
H: 7.009 2.373 -3.500  0.341
H: 1.460 3.925 -2.432  0.327
H: 3.414 3.938 -2.456  0.148
H: 3.372 4.705 0.091  0.315
H: 0.603 3.375 -0.234  0.319
C: -4.849 -0.847 1.313  -1.663
C: -3.961 -1.981 1.896  1.527
C: -3.065 -1.428 3.040  -1.140
C: -1.869 -0.614 2.557  -0.610
C: -1.074 -1.377 1.505  -0.961
C: -1.951 -1.862 0.323  1.531
N: -3.171 -2.607 0.782  0.577
O: -2.755 -3.879 1.214  -0.250
C: -2.360 -0.643 -0.547  -1.298
C: -1.061 -2.710 -0.643  -1.412
C: -4.992 -2.968 2.546  -1.708
H: -5.128 -1.049 0.273  0.345
H: -5.792 -0.739 1.864  0.476
H: -4.370 0.134 1.360  0.328
H: -2.685 -2.259 3.647  0.418
H: -3.666 -0.806 3.719  0.354
H: -2.198 0.353 2.162  0.330
H: -1.218 -0.386 3.410  0.432
H: -0.260 -0.738 1.137  0.208
H: -0.586 -2.236 1.989  0.478
H: -3.046 -0.942 -1.349  0.458
H: -1.482 -0.190 -1.025  0.018
H: -2.828 0.164 0.016  0.239
H: -0.585 -3.561 -0.144  0.400
H: -0.247 -2.106 -1.061  0.239
H: -1.650 -3.093 -1.487  0.471
H: -5.651 -3.408 1.787  0.445
H: -5.626 -2.447 3.274  0.460
H: -4.507 -3.780 3.097  0.386